{"formula": "C7H14FNO4", "method": "the ωB97M-V functional and the def2-TZVPD basis", "gap_ev": 10.25, "smiles": "C=C[C@@H](F)N(OCCO)OCCO", "species": ["C", "C", "H", "C", "H", "H", "F", "H", "N", "H", "H", "H", "C", "C", "H", "O", "O", "H", "H", "H", "C", "H", "H", "O", "H", "O", "C"], "positions_angstrom": [[-1.719292, -1.440600, 0.822482], [-0.358855, 1.821180, 0.456972], [2.276220, 4.197478, 0.423073], [1.938865, -1.759250, -0.897187], [1.850255, 1.738232, 0.999607], [2.238433, 0.026532, 0.288161], [-0.992453, 2.514477, -0.539613], [1.198676, -2.289165, -1.518939], [-0.221378, 0.350112, 0.167512], [-3.728298, -0.907876, 1.492655], [0.658568, 4.327115, -0.249906], [-0.952002, -1.444869, 1.621961], [1.745459, -0.286654, -0.754320], [-3.247420, -1.570225, 0.789980], [2.428459, 0.078386, -1.494075], [-1.530815, -0.113067, 0.170099], [0.513963, 0.150659, -0.982109], [-0.951147, 1.821676, 1.433535], [-1.343791, -2.110770, 0.145542], [-3.545546, -2.635483, 1.036563], [1.328274, 3.638053, 0.253091], [3.413518, -2.731853, -1.867614], [-3.460838, -0.270468, -0.452803], [3.251340, -1.846817, -1.565886], [1.935682, -2.387778, 0.075408], [-3.759222, -1.232428, -0.429263], [1.033347, 2.363403, 0.575074]], "atomic_forces_ev_per_a": [[0.7, 2.8, -0.4], [0.8, -1.7, 0.3], [-0.4, -1.3, 0.0], [1.1, -3.0, 0.3], [-1.1, 0.6, -0.1], [-1.4, -0.5, -2.1], [-0.6, -0.2, 0.2], [-0.1, 0.7, -0.1], [-0.4, 1.5, 3.0], [0.1, 0.1, 1.0], [-0.6, -0.4, 0.2], [-1.4, -0.1, 0.6], [3.8, -1.0, 3.1], [0.1, -2.0, 2.6], [0.1, 0.9, -0.6], [0.0, -0.7, -0.7], [-3.6, 1.4, -1.7], [0.7, 0.4, -1.4], [0.9, -2.0, -1.9], [0.4, 1.1, -0.2], [0.4, 0.2, 0.0], [0.0, -0.7, -0.1], [-0.8, -1.6, -0.9], [-1.0, 0.5, 0.9], [0.2, 1.2, -1.2], [0.5, 2.2, -1.4], [1.4, 1.8, 0.6]], "nbo_charge": [-0.1064, 0.2966, 0.2045, -0.0943, 0.2203, 0.1704, -0.3452, 0.1776, 0.0557, 0.1616, 0.2032, 0.2055, -0.0934, -0.0778, 0.2217, -0.4302, -0.3818, 0.1874, 0.1720, 0.1830, -0.3488, 0.4720, 0.4830, -0.7419, 0.1589, -0.6911, -0.2624]}

***

{"formula": "C7H14FeN2OP", "method": "the ωB97M-V functional and the def2-TZVPD basis", "multiplicity": 6, "gap_ev": [4.53, 6.84], "species": ["H", "C", "H", "H", "O", "H", "H", "H", "Fe", "C", "H", "H", "H", "C", "H", "C", "H", "C", "N", "C", "C", "H", "P", "H", "H", "N"], "positions_angstrom": [[-0.678446, -2.616467, -2.108165], [-2.930817, 0.509273, 0.247149], [-4.688631, 1.327166, 0.701554], [2.455176, -0.362251, 0.039446], [-1.668739, 0.491850, 0.348192], [-3.720265, 1.950365, 2.996254], [-3.590802, 3.233136, 1.777301], [-3.140824, -0.922147, -1.261989], [0.054683, 1.079489, -0.500535], [0.126989, -2.880356, -0.100273], [-4.551288, 0.002129, -0.841005], [1.075503, -0.503450, -2.351133], [1.595430, 3.823991, -0.991467], [-0.075682, -2.216514, -1.324294], [-0.372130, -3.784646, 0.236478], [0.773121, -1.037978, -1.423833], [0.339563, 3.904968, 0.728459], [-3.261973, 2.220148, 2.037771], [-3.645088, -0.323408, -0.591170], [1.548530, -0.995404, -0.122020], [1.158544, -2.180385, 0.608540], [-2.169760, 2.180788, 2.123545], [1.175548, 2.955218, 0.059755], [1.595873, -2.567414, 1.510421], [2.301907, 3.081078, 0.913073], [-3.731491, 1.294650, 1.013259]], "atomic_forces_ev_per_a": [[-0.5, 0.1, -0.5], [0.7, -0.4, 0.0], [0.0, 0.1, 0.5], [-0.9, -0.7, -0.1], [-1.9, 0.0, 0.3], [0.2, 0.0, -0.1], [0.3, -0.1, 0.1], [-0.3, 0.8, 0.7], [-1.1, -2.5, -1.0], [1.2, 1.5, -0.3], [-0.5, -0.2, -0.3], [-0.3, -0.6, 0.7], [0.0, -0.5, 0.4], [0.9, 1.0, 0.5], [0.2, 0.2, -0.1], [0.4, -0.3, 1.6], [0.2, -0.4, -0.2], [-0.4, 0.1, -0.1], [1.7, 0.0, 0.0], [-0.6, -0.9, -1.2], [-0.7, 0.9, -1.1], [-0.4, -0.1, -0.2], [0.3, 1.5, 0.4], [0.1, 0.3, 0.4], [0.5, 0.4, 0.2], [0.8, -0.2, -0.5]], "mulliken_spin": [0.0027, 0.2802, 0.0103, 0.0054, -0.1523, 0.0026, -0.0048, 0.0031, 4.4910, -0.0069, 0.0017, -0.0325, -0.0029, 0.1016, -0.0010, 0.0386, 0.0056, 0.0011, -0.0277, -0.0367, 0.0710, 0.0153, 0.1717, 0.0035, 0.1045, -0.0454]}

***

{"formula": "C7H14MgNO3", "method": "the ωB97M-V functional and the def2-TZVPD basis", "gap_ev": 2.36, "charge": 1, "species": ["O", "H", "O", "C", "H", "H", "C", "H", "C", "H", "H", "H", "C", "H", "N", "H", "H", "H", "H", "O", "C", "C", "Mg", "H", "C", "H"], "positions_angstrom": [[-1.121739, -2.423116, 1.493981], [1.181690, 0.929190, 0.182959], [-0.289277, 3.663007, -1.855105], [0.013854, -2.518797, 2.466320], [-2.199602, 0.206482, -0.628783], [-1.716882, -0.293353, 1.766139], [-1.529129, -0.756568, -0.496035], [1.002552, -2.630382, 1.809600], [0.951381, 1.492282, -0.816120], [0.096125, -0.709263, 1.125764], [0.061843, -1.558775, 3.135709], [-0.078070, -3.448975, 3.180475], [0.363385, 0.558803, -2.028183], [2.214916, 3.100165, -1.377821], [2.303820, 2.048950, -1.298849], [-2.253642, -1.674220, -0.737673], [-0.465662, 1.161094, -2.594147], [3.028965, 1.855138, -0.557807], [-0.733078, -1.374065, -2.543207], [-0.577340, 3.148164, 0.533712], [-0.284496, -0.871109, -1.557732], [-0.030042, 2.809787, -0.648298], [-0.664759, -0.396869, 4.257191], [0.508453, -1.655359, -1.149377], [-1.064380, -0.982383, 1.080654], [1.281111, 0.320173, -2.743366]], "atomic_forces_ev_per_a": [[2.1, 2.5, 2.1], [-1.0, 1.1, -1.8], [1.3, -4.3, 6.4], [-0.3, -2.4, -1.6], [1.7, -1.8, 0.4], [1.0, -1.2, -0.7], [-0.8, -1.3, 0.1], [-1.8, 0.7, 1.8], [0.5, 0.8, -0.9], [-2.6, -0.1, 0.0], [0.6, -1.5, -1.4], [-0.1, 1.8, -1.5], [0.0, -0.7, 0.1], [0.3, -1.5, -0.2], [-0.8, 0.7, 1.9], [1.5, 2.0, 0.7], [1.7, -1.1, 0.9], [-1.1, 0.4, -1.1], [1.0, 1.1, 2.2], [2.7, -1.7, -6.0], [-0.6, -0.3, -0.5], [-2.4, 3.2, 0.2], [-0.6, 1.0, 0.3], [-1.5, 1.8, -0.7], [1.1, 0.3, -2.0], [-2.1, 0.7, 1.5]], "nbo_charge": [-0.5247, 0.1980, -0.5109, -0.2158, 0.2493, 0.1685, -0.4507, 0.2590, -0.1500, 0.1785, -0.0554, 0.2477, -0.4278, 0.3953, -0.7811, 0.2495, 0.2551, 0.3665, 0.2455, -0.4527, -0.4179, 0.7272, 1.0941, 0.2068, -0.1139, 0.2597]}

***

{"formula": "C7H14MoN2OP", "method": "the ωB97M-V functional and the def2-TZVPD basis", "multiplicity": 3, "gap_ev": [7.11, 5.54], "charge": 1, "species": ["P", "H", "C", "C", "H", "C", "C", "N", "H", "H", "H", "H", "H", "H", "C", "C", "H", "Mo", "H", "H", "N", "H", "C", "H", "H", "O"], "positions_angstrom": [[-0.232780, 3.225139, -0.842011], [-1.497018, 3.277590, -0.150229], [-0.321756, -2.352409, -3.374553], [0.170108, -0.337516, -2.426234], [2.090392, 0.131119, 1.700388], [0.975057, -2.543306, -2.912945], [-1.394565, -0.607631, 3.872885], [-0.138185, -0.062982, 3.370132], [1.564858, -3.457624, -2.915219], [-1.881373, 0.153069, 4.475876], [-0.602946, 3.092846, -2.224581], [0.121915, 0.735214, -2.015335], [0.250530, 4.617011, -0.792437], [-0.880722, -3.166404, -3.889705], [1.304667, -1.281732, -2.273220], [-0.860840, -1.099493, -3.078486], [-1.170952, -1.499521, 4.490155], [1.083207, 1.351511, -0.293585], [-1.829001, -0.724184, -3.440663], [1.609994, 1.443399, 2.579955], [1.371520, 0.852045, 1.766978], [2.249853, -1.029002, -1.754575], [0.092611, 0.097528, 2.027701], [0.565864, 0.299483, 3.995110], [-2.056665, -0.913360, 3.037617], [-0.583771, -0.200786, 1.066982]], "atomic_forces_ev_per_a": [[0.2, 0.2, 0.1], [0.5, 0.3, -0.6], [1.2, -4.1, -0.8], [0.8, -1.4, 0.5], [0.4, 0.0, 0.2], [-1.6, 1.0, 0.2], [0.0, -0.7, 0.2], [-0.1, 0.0, -2.5], [-0.2, 0.4, -0.2], [-0.2, -0.1, 0.1], [-0.2, 0.6, 0.6], [-0.5, -1.3, -1.1], [-0.7, -1.1, -0.1], [0.4, 0.9, 0.4], [-0.9, 1.5, 0.0], [0.9, 3.7, 0.8], [-0.3, 0.5, -0.3], [-0.6, -0.4, -0.8], [0.5, -0.3, 0.5], [0.0, -0.3, -0.7], [-0.4, -0.5, 1.3], [-0.6, -0.3, -0.5], [0.4, 1.0, 1.9], [-0.3, -0.2, 0.1], [0.6, 0.3, 0.4], [0.5, 0.1, 0.1]], "mulliken_spin": [-0.0227, -0.0042, 0.1948, -0.0623, -0.0016, 0.0694, -0.0009, -0.0026, 0.0015, -0.0001, 0.0005, -0.0533, 0.0049, 0.0017, 0.4420, 0.3539, 0.0000, 1.0279, 0.0165, 0.0006, 0.0004, 0.0218, 0.0047, 0.0003, 0.0003, 0.0064]}

***

{"formula": "C7H14N", "method": "the ωB97M-V functional and the def2-TZVPD basis", "gap_ev": 9.39, "charge": 1, "smiles": "C[C@H]([NH3+])[C@H](C)C1C=C1", "species": ["H", "H", "C", "H", "H", "H", "H", "C", "C", "H", "C", "H", "H", "C", "H", "H", "H", "N", "H", "C", "C", "H"], "positions_angstrom": [[-0.070232, 2.194060, 0.136329], [-1.767869, 1.936733, 0.502657], [-0.758758, 1.789654, 0.872795], [0.957015, 0.563868, 2.605697], [1.751256, -0.431523, -0.811128], [0.606301, 1.975172, -2.439273], [0.402930, -0.989906, -3.497254], [0.639938, 0.928271, -2.268715], [-0.508649, 0.311072, 1.096093], [0.422016, -2.342348, 0.476410], [-0.554532, -2.022431, 0.110378], [-1.482110, -0.256906, -0.740136], [-1.310053, -2.312951, 0.839426], [-0.606164, -0.533959, -0.165951], [-0.661486, 2.350944, 1.798962], [-0.747082, -2.574548, -0.804010], [1.536352, 0.622514, 1.028742], [0.880475, 0.152909, 1.668075], [-1.203606, -0.075077, 1.850863], [0.810184, -0.141269, -1.256889], [0.549264, -0.295699, -2.708281], [1.114809, -0.848578, 1.705210]], "atomic_forces_ev_per_a": [[0.1, 0.1, -0.1], [-0.1, 0.0, 0.0], [0.1, -0.1, 0.1], [0.1, -0.1, -0.3], [0.4, -0.1, 0.1], [0.0, 0.5, -0.2], [-0.1, -0.3, -0.4], [0.1, -1.4, -0.3], [-0.8, 0.2, -0.4], [0.1, -0.1, 0.0], [-0.3, 0.2, 0.0], [-0.1, 0.1, 0.0], [-0.1, -0.1, 0.1], [3.4, 0.5, -1.6], [0.0, 0.1, 0.1], [0.1, -0.1, -0.1], [-0.1, -0.2, 0.3], [0.1, -0.2, 0.0], [0.2, 0.0, 0.1], [-3.5, -0.6, 1.7], [0.3, 1.3, 0.7], [0.1, 0.3, 0.1]], "nbo_charge": [0.2222, 0.2563, -0.6333, 0.4450, 0.1680, 0.2422, 0.2494, -0.1730, -0.0499, 0.1861, -0.6327, 0.2373, 0.2226, -0.2408, 0.2247, 0.2487, 0.4473, -0.6819, 0.2208, -0.2687, -0.1361, 0.4460]}

***

{"formula": "C7H14N", "method": "the ωB97M-V functional and the def2-TZVPD basis", "gap_ev": [7.56, 7.57], "charge": 1, "species": ["H", "H", "H", "H", "H", "C", "C", "H", "H", "H", "H", "H", "N", "C", "H", "C", "C", "H", "H", "C", "C", "H"], "positions_angstrom": [[-2.502319, 0.603932, -1.307092], [1.341554, -2.473410, -0.122189], [-3.544579, -0.549609, -0.498042], [-2.252454, -0.885623, -1.389359], [3.770915, -0.221395, -0.621080], [-0.375373, 0.355733, 0.237877], [-0.123966, 1.788930, 0.483316], [0.316746, -2.271088, 1.138502], [3.545348, 1.215503, -0.035943], [-1.772111, -0.895899, 1.099823], [-0.387944, -2.314229, -0.404155], [2.628319, 0.875140, -1.466094], [-1.754137, -0.005259, 0.584106], [-2.602836, -0.203292, -0.648675], [0.842953, 2.115051, 0.313403], [0.404792, -2.019910, 0.162838], [0.709532, -0.479726, 0.207875], [-0.182745, 2.214682, 1.581480], [-0.783356, 2.331664, -0.241530], [2.049819, -0.264648, 0.433416], [2.963544, 0.367216, -0.478859], [-2.291696, 0.716233, 0.970389]], "atomic_forces_ev_per_a": [[-0.5, 2.2, -0.1], [0.0, -0.7, -0.5], [-3.0, -0.3, 1.2], [1.3, -1.4, 0.3], [2.7, -2.5, -0.7], [2.6, 1.3, 1.4], [-2.4, 1.8, 1.2], [-0.6, -1.1, 3.2], [-0.6, -0.6, 0.6], [-0.2, 0.6, 0.4], [-2.1, -0.6, -1.8], [0.0, -1.3, 1.3], [0.2, -3.2, -3.0], [2.5, -0.5, -1.4], [2.1, 0.1, -1.1], [3.6, 2.7, -0.5], [-3.3, -2.0, -0.3], [-0.8, -1.1, -1.8], [0.4, 0.3, 1.0], [0.3, 0.7, -0.1], [-2.1, 4.1, -1.3], [-0.2, 1.4, 2.0]], "nbo_charge": [0.2410, 0.2497, 0.2330, 0.2420, 0.2971, 0.0110, -0.6707, 0.2310, 0.3171, 0.4464, 0.2179, 0.2118, -0.4936, -0.4410, 0.2430, -0.6037, -0.1131, 0.2304, 0.2225, 0.2868, -0.8042, 0.4455]}